No. 1
{
  "formula": "C19H47Br3Cu2O13P3",
  "method": "ωB97M-V with the def2-TZVPD basis set",
  "orbital_gap_ha": 0.2440,
  "charge": 1,
  "species": ["C", "H", "H", "H", "O", "Br", "H", "H", "H", "H", "O", "Cu", "Br", "C", "H", "H", "H", "H", "H", "C", "O", "O", "P", "C", "O", "H", "H", "C", "H", "H", "C", "H", "C", "H", "H", "H", "O", "C", "H", "H", "O", "H", "H", "C", "H", "H", "H", "H", "P", "H", "O", "C", "C", "C", "H", "C", "H", "C", "H", "C", "H", "C", "H", "C", "Br", "H", "H", "H", "O", "H", "H", "H", "H", "P", "H", "O", "H", "C", "C", "H", "O", "H", "H", "O", "O", "Cu", "H"],
  "xyz": [[-4.7711, 3.6879, -2.5229], [7.7882, -2.6673, 2.2738], [4.8818, 2.4426, -2.3022], [-2.9419, -1.3393, 1.5343], [2.5026, 2.8787, -3.2034], [-2.7875, -3.5521, 2.3129], [-3.0401, 2.1429, 0.5713], [-3.1364, 1.1620, 3.4059], [3.1101, 3.9447, -1.5977], [-8.3924, 3.5942, 0.2337], [2.8638, -2.9977, 2.8094], [2.4046, 0.8709, 1.0388], [-3.1803, -2.4639, -0.7177], [-3.5008, -2.1926, 1.1696], [1.4555, -3.3590, 4.7076], [3.0363, -1.9092, -3.0995], [4.5816, -0.1289, -2.0687], [2.4265, -6.3681, 0.4500], [-6.7007, 2.6305, -2.3815], [6.0184, -1.4878, 2.0388], [-4.8194, 1.1115, 1.1314], [1.0099, 0.8116, -3.3462], [3.7294, -2.6544, 1.4449], [-5.6394, 2.3848, -2.3774], [3.4542, 0.5640, -3.7325], [0.7964, -5.8113, 0.0666], [1.5236, -5.3622, 1.6424], [2.4225, -4.3503, -0.0970], [-9.7290, 2.3675, 0.0028], [7.0924, -2.0610, 3.8224], [-8.0675, 1.8087, 1.3867], [6.1611, -1.1273, 1.0187], [4.8885, 3.4378, -2.7601], [-0.9794, 0.9903, -3.0867], [4.6766, -2.4116, -2.7826], [4.2337, -2.1029, -4.4529], [0.2687, 0.6938, 1.4450], [-3.4246, 1.4303, 1.3004], [3.3116, -1.4867, 4.1057], [-1.9780, 2.2164, 2.6322], [3.2504, -1.4189, 0.7963], [5.5540, 4.0051, -2.1148], [-5.3505, 1.8492, -3.2806], [4.0680, -1.7761, -3.4300], [-1.4640, -1.2825, -2.3931], [-3.5964, 2.8513, 2.9757], [1.5897, -1.8130, 5.5278], [1.7395, -3.5141, -0.2408], [-5.7334, 1.9973, 0.2258], [5.3685, -0.0171, -3.5481], [3.6301, -3.9857, 0.5833], [-0.1716, 0.4359, -2.6134], [2.4331, -1.8471, 3.5621], [7.2668, -1.8475, 2.7692], [5.5096, -0.7011, 2.6046], [-3.0408, 1.9648, 2.6744], [-0.3759, 0.0466, 1.1628], [4.4128, -0.3383, -3.1258], [-0.0789, 0.7383, -1.5703], [1.7152, -5.5547, 0.5910], [-5.1321, 4.3030, -3.3415], [-0.4406, -1.0646, -2.7221], [-0.2210, -1.6354, -3.6228], [-8.9931, 2.8014, 0.6769], [-5.4037, -1.7174, 1.5926], [0.0490, -1.6966, -1.9693], [-3.7422, 3.3698, -2.7120], [-7.5581, 2.3224, 2.1993], [-5.3207, 1.5579, -1.2729], [2.0502, -1.0326, 2.9446], [8.0062, -1.0434, 2.7498], [5.1836, 3.2934, -3.7958], [2.8883, -4.7626, -0.9923], [2.3852, 1.3474, -2.7959], [-8.7133, 1.0095, 1.7452], [5.2262, -2.6759, 1.9383], [3.1922, 4.7561, -3.2190], [1.3633, -2.2829, 4.5724], [3.3854, 3.8517, -2.6482], [-2.9607, 0.4483, 1.2148], [-5.7143, 3.4411, 0.4888], [-4.6795, 4.1663, -1.5478], [0.4002, -2.0142, 4.1477], [-7.1587, 1.2491, 0.4022], [2.6307, 1.1350, -1.3256], [0.6125, 2.4834, 2.6643], [-9.6112, 3.2598, 1.4559]],
  "atomic_forces_ev_per_a": [[0.25, -1.52, 1.33], [-0.24, -0.26, 0.20], [0.35, -0.11, -0.08], [-0.16, 0.06, -0.59], [-0.86, -1.29, -0.73], [-0.16, -0.47, -0.12], [-0.32, -0.28, -0.47], [-0.19, 0.22, 0.23], [0.07, 0.37, -0.01], [-0.18, -0.04, -0.27], [0.43, 0.69, -2.04], [-1.25, -1.33, -1.25], [-0.26, -0.01, 0.70], [-0.79, 0.67, 0.61], [-0.21, -0.01, 0.03], [-0.08, -0.31, -0.32], [-0.80, -0.19, 0.15], [-0.26, -0.29, 0.47], [-0.04, -0.12, -0.01], [-0.06, 0.58, -0.15], [0.92, 0.56, 0.45], [0.97, 0.55, -0.06], [-0.94, -1.51, 1.46], [0.70, 1.65, -1.27], [-1.12, 0.93, 1.28], [-0.04, 0.13, 0.00], [-0.04, -0.05, 0.06], [-0.42, -1.65, -0.07], [0.47, -0.26, -0.32], [-0.16, -0.27, -0.11], [-1.27, 0.46, -1.20], [0.34, 0.10, 0.11], [-1.73, -1.17, 0.61], [-0.02, 0.04, 0.08], [0.05, -0.05, -0.04], [-0.22, 0.31, -0.10], [2.11, 2.28, 1.11], [0.23, -0.16, 0.46], [0.04, 0.12, -0.04], [0.11, 0.06, -0.08], [0.11, 0.83, -0.08], [-0.02, 0.50, -0.46], [-0.60, -0.61, 0.17], [0.00, 0.05, 1.00], [-0.10, 0.49, -0.67], [-0.09, -0.08, -0.05], [-0.48, 0.13, 0.02], [0.32, 0.17, -0.21], [-1.71, -0.38, -1.37], [-0.03, -0.31, -0.38], [0.52, 1.52, 1.60], [-0.11, -0.57, -0.32], [0.28, -0.23, 1.09], [1.21, 0.04, -0.14], [-0.34, -0.13, -0.11], [-0.38, -0.39, 0.06], [-0.01, 0.00, 0.11], [1.16, 0.48, -0.65], [0.03, 0.00, 0.02], [1.08, 0.78, -0.55], [-0.06, 0.16, 0.19], [-0.21, -1.09, 1.32], [-0.19, 0.85, -0.55], [-0.02, 0.37, 1.06], [1.15, -1.04, -0.34], [0.70, 0.64, 0.19], [-0.02, -0.02, -0.44], [0.24, -0.24, 0.01], [0.34, 0.11, 1.45], [0.05, -0.24, -0.33], [-0.28, 0.29, -0.06], [0.27, 0.43, 0.04], [-0.87, 0.48, -0.60], [1.19, -0.68, 0.60], [0.53, -0.32, 0.23], [-0.77, -0.32, -0.22], [-0.17, 0.08, 0.24], [0.81, 0.05, -0.71], [1.42, -0.05, 0.17], [0.39, 0.35, -0.49], [0.09, -0.22, 0.08], [-0.57, 0.58, -0.27], [-0.28, -0.16, 0.48], [1.29, 0.66, 0.36], [-0.38, 0.22, -0.37], [-0.78, -1.82, -1.15], [0.09, 0.17, 0.03]],
  "lowdin_charge": [-0.06, 0.09, 0.05, -0.09, -0.18, 0.60, 0.12, 0.09, 0.11, 0.07, -0.18, 0.47, 0.65, -1.58, 0.08, 0.07, 0.10, 0.08, 0.12, -0.27, -0.27, -0.16, 0.46, -0.25, -0.17, 0.08, 0.07, -0.24, 0.08, 0.09, -0.25, 0.12, -0.05, 0.12, 0.08, 0.08, -0.38, -0.25, 0.11, 0.03, -0.24, 0.08, 0.11, -0.05, -0.01, 0.09, 0.08, 0.11, 0.39, 0.12, -0.17, -0.21, -0.28, -0.07, 0.11, -0.05, -0.04, -0.27, 0.10, -0.05, 0.08, -0.08, 0.09, -0.08, 0.64, 0.06, 0.06, 0.11, -0.18, 0.07, 0.09, 0.09, 0.12, 0.47, 0.12, -0.16, 0.12, -0.04, -0.23, 0.07, -0.22, 0.05, 0.07, -0.20, -0.27, 0.67, 0.08]
}

No. 2
{
  "formula": "C19H47ClN4O7Si2V",
  "method": "ωB97M-V with the def2-TZVPD basis set",
  "orbital_gap_ha": [0.2416, 0.2633],
  "s2": 3.757,
  "multiplicity": 4,
  "charge": 0,
  "species": ["C", "H", "C", "C", "H", "H", "H", "H", "H", "N", "H", "C", "O", "H", "H", "H", "N", "H", "H", "H", "H", "C", "C", "H", "H", "C", "N", "H", "H", "H", "H", "H", "H", "O", "Cl", "C", "H", "H", "H", "C", "H", "H", "V", "H", "H", "H", "H", "H", "C", "H", "C", "O", "H", "N", "H", "H", "H", "C", "H", "C", "Si", "H", "H", "H", "H", "H", "O", "Si", "C", "H", "C", "O", "C", "C", "O", "C", "H", "O", "H", "H", "C"],
  "xyz": [[3.4629, -2.3729, -0.0781], [2.5064, 1.7326, -0.4292], [-2.0099, 1.0514, -2.1379], [-1.8353, -2.1089, -1.1811], [-4.2538, -2.9644, -2.0453], [-3.1333, 0.0916, 1.8145], [1.2400, 1.2313, -5.1638], [0.6377, 5.1136, 1.4364], [-3.4907, -1.1233, -0.2452], [2.2793, -1.5652, -0.4273], [4.6613, -3.7953, -1.1821], [4.6188, -1.4268, 0.2364], [-1.1758, -2.8904, 3.4941], [2.3573, 0.0443, 0.7445], [3.9576, -2.5054, -2.1778], [3.3505, 3.0691, 0.3736], [1.7511, -0.7594, 0.6230], [-1.1035, 0.8327, 4.0477], [-4.0757, -3.6334, -0.4012], [1.1990, 0.9413, 3.3255], [3.0156, -2.7982, 2.0249], [2.3709, 2.7071, 0.0488], [-0.4781, 2.0152, 0.9719], [-1.8110, 4.7168, 2.4525], [-2.6146, 0.6696, -2.9625], [-1.4249, 1.8700, 3.9345], [-0.2445, 1.6166, -3.7438], [-2.3477, 2.0642, -1.8976], [-0.7985, 2.9058, -5.2690], [2.0105, 3.3862, -0.7298], [-2.0988, 2.5409, -4.1542], [4.7765, -0.7324, -0.5904], [1.4760, 2.7237, -4.2303], [-2.2050, 0.2563, -0.9791], [-1.1185, -2.4681, 2.1399], [-1.3601, -4.4698, -1.2588], [2.3031, 2.2673, 3.6899], [1.6937, -1.2609, 1.5100], [-1.5930, 1.3294, -5.3528], [-2.8678, -0.9857, -1.1319], [-4.1861, 1.3377, 2.4814], [-0.6214, 2.5209, 4.2876], [-0.3102, -0.0537, 0.1829], [1.5194, -2.1663, -0.7328], [0.5503, 4.4975, 3.0857], [2.9441, -3.8344, -1.5918], [-3.4577, 4.1258, 2.7044], [-1.6301, -5.0127, -0.3519], [-0.5334, 1.1195, -2.5290], [-3.5034, -0.9805, -2.0204], [-2.5594, 4.0065, 2.0929], [-0.6473, -1.8255, -0.9803], [2.3818, -3.9908, 0.8960], [-2.2657, -3.3414, -1.4366], [-1.4287, -5.1315, -2.1226], [1.7655, 1.1487, -3.4670], [-3.8186, -4.6532, -1.8297], [-3.3909, 1.1523, 1.7541], [4.1159, -3.9378, 1.2642], [3.7777, -3.1751, -1.3362], [1.1507, 2.6683, 1.5016], [5.5360, -1.9945, 0.3992], [-2.2913, 2.0267, 4.5821], [-2.8140, 4.2929, 1.0678], [2.1232, 4.8310, 2.3570], [2.7819, 1.0305, 2.5489], [0.3390, 0.7463, -1.7504], [-1.8866, 2.2355, 2.1478], [3.2262, -3.3293, 1.0946], [-0.7595, 2.5736, 0.0588], [-1.2451, 2.1117, -4.6729], [-0.0836, -3.1570, 1.4183], [1.1443, 1.6852, -4.1764], [-3.6868, -3.6540, -1.4218], [-0.8149, -1.0125, 2.1237], [1.9295, 1.6258, 2.8888], [-0.3476, -4.1003, -1.1475], [-2.3861, -2.6640, 1.4724], [4.4275, -0.8491, 1.1434], [-3.7931, 1.3662, 0.7606], [1.1207, 4.4450, 2.1541]],
  "atomic_forces_ev_per_a": [[0.00, 0.02, 0.00], [0.00, 0.02, -0.01], [-0.02, -0.06, 0.08], [-0.04, 0.06, -0.04], [0.00, -0.02, 0.02], [-0.03, 0.00, -0.03], [0.00, 0.00, 0.01], [0.01, 0.01, 0.00], [-0.01, 0.00, -0.02], [-0.01, -0.02, -0.02], [0.00, -0.01, -0.01], [-0.02, -0.02, 0.00], [-0.08, -0.02, 0.02], [-0.02, -0.06, 0.03], [0.00, 0.00, 0.00], [0.00, 0.00, 0.00], [-0.20, 0.04, 0.00], [0.01, 0.00, 0.02], [-0.01, -0.02, 0.01], [0.02, -0.01, -0.01], [0.02, 0.01, 0.01], [-0.01, -0.03, 0.01], [-0.07, 0.00, 0.16], [-0.02, 0.01, -0.02], [0.00, 0.00, 0.01], [-0.02, -0.02, -0.05], [0.04, 0.03, 0.11], [0.00, -0.03, -0.01], [0.00, 0.00, 0.00], [-0.02, 0.02, 0.01], [-0.01, 0.00, 0.01], [0.00, 0.00, 0.00], [-0.01, 0.00, 0.00], [0.02, 0.15, -0.06], [-0.01, 0.28, 0.17], [0.00, 0.00, 0.02], [-0.01, 0.01, 0.01], [0.06, 0.00, 0.01], [0.01, 0.00, 0.00], [0.05, -0.07, -0.01], [0.00, 0.02, 0.01], [0.01, -0.01, 0.01], [0.57, 0.32, 0.08], [0.06, 0.02, 0.06], [0.00, 0.02, 0.00], [0.00, -0.01, 0.00], [0.00, -0.02, 0.01], [0.01, 0.00, 0.00], [-0.07, 0.02, -0.20], [0.01, 0.01, 0.02], [0.05, -0.02, 0.02], [-0.15, -0.24, -0.26], [0.00, -0.01, -0.01], [0.01, -0.04, -0.03], [-0.01, 0.00, 0.01], [0.00, 0.00, 0.00], [-0.02, 0.00, -0.01], [0.05, -0.03, 0.05], [0.00, 0.00, 0.02], [0.00, 0.01, 0.00], [-0.04, 0.06, 0.00], [0.00, 0.01, 0.00], [0.00, 0.00, 0.01], [-0.01, 0.00, 0.00], [0.02, -0.02, -0.01], [0.03, 0.01, 0.00], [-0.23, -0.17, 0.29], [0.03, 0.10, -0.06], [-0.05, 0.03, -0.01], [0.05, 0.06, 0.00], [-0.01, 0.01, 0.00], [0.14, -0.07, 0.07], [0.02, 0.00, -0.02], [-0.01, -0.01, -0.02], [-0.03, -0.24, -0.38], [-0.05, -0.03, -0.06], [0.01, -0.01, -0.01], [-0.02, 0.00, 0.00], [0.01, 0.00, 0.01], [0.00, 0.00, -0.01], [-0.03, -0.03, -0.01]],
  "lowdin_charge": [-0.63, 0.00, -0.07, -0.41, 0.09, 0.01, 0.10, 0.03, 0.14, -0.03, 0.09, -0.04, -0.28, 0.05, 0.08, 0.03, -0.01, 0.02, 0.10, 0.02, 0.08, -0.18, -0.44, 0.01, 0.13, -0.18, -0.13, 0.15, 0.10, 0.03, 0.09, 0.09, 0.10, -0.20, 0.71, -0.01, 0.03, 0.08, 0.10, -0.08, 0.03, 0.02, 0.73, 0.08, 0.02, 0.08, 0.02, 0.10, -0.38, 0.13, -0.19, -0.04, 0.08, -0.12, 0.09, 0.09, 0.10, -0.18, 0.09, -0.05, 0.38, 0.09, 0.03, 0.02, 0.02, 0.01, 0.00, 0.39, -0.04, 0.00, -0.04, -0.33, -0.01, -0.02, -0.42, -0.17, 0.08, -0.32, 0.07, 0.02, -0.20]
}

no.,total energy (eV)
1,-374355.251
2,-94720.047